# 1
The following is a quantum chemistry calculation of a structure of composition C13H34ClIN3OP2Pd, from OMol25.

```
56
Properties=species:S:1:pos:R:3:forces:R:3:mulliken_spin:R:1
C -2.090160 3.539406 1.377818 -1.72 1.65 1.84 -0.015
C -1.489981 2.513810 0.559102 -4.77 -4.08 2.39 0.029
H -3.177123 3.361735 1.343767 0.34 0.28 -0.55 0.000
H -1.913370 4.549817 1.103826 0.42 0.94 -0.16 0.001
H -1.950717 3.445486 2.473176 0.90 -0.08 -0.67 0.001
O -2.273139 1.698033 0.106640 3.69 0.84 -0.21 -0.006
I 2.974324 3.390127 0.901828 2.11 0.36 1.89 0.872
Pd -0.044918 -0.596753 0.884707 0.75 2.36 1.57 0.938
P -0.199496 -0.024202 3.009474 1.03 -0.02 1.03 0.373
C -0.453826 -1.830481 2.940700 -0.92 1.05 -0.41 0.019
C 1.405743 0.315654 3.798153 -0.66 0.54 0.21 0.023
H 1.395137 -0.156309 4.782642 0.28 0.18 0.10 0.019
H -1.642312 0.514886 4.796246 -0.04 0.22 -0.05 0.017
H 1.490939 1.415678 3.889339 0.08 -0.53 0.17 0.004
H -1.144200 2.010234 3.941365 -0.03 -0.78 -0.04 -0.002
H 0.490421 -2.235904 2.607462 0.25 -0.63 0.45 -0.001
H 2.238812 -0.045042 3.194866 -0.12 -0.13 0.04 -0.011
C -1.486956 0.960843 3.803935 -0.35 0.18 0.27 0.011
H -0.741489 -2.055017 3.944349 -0.29 -1.13 0.64 0.044
H -2.464424 0.970407 3.285835 0.58 -0.21 0.07 0.000
H -1.256092 -2.002885 2.177296 0.28 -0.51 1.15 0.011
P 0.265422 2.180144 -1.329258 1.09 2.87 -4.17 0.556
C 0.194350 1.342438 -2.929503 -0.73 -1.02 -0.02 0.103
C -0.960379 3.570547 -1.597084 -0.46 -0.58 1.23 0.047
H 1.915742 3.959448 -0.776646 -0.67 -0.75 -1.83 -0.006
H 1.869123 3.736865 -2.570134 -0.54 -0.31 -0.01 0.011
H 2.661358 2.541130 -1.543480 0.78 -0.67 -0.31 0.000
C 1.810536 3.168788 -1.632496 -0.65 1.04 1.53 0.159
H -0.805080 4.357327 -0.856591 0.09 0.03 -0.03 -0.004
H -0.862260 4.026734 -2.558185 0.60 0.05 -0.84 0.011
H 0.093022 2.051226 -3.765192 0.05 0.07 0.44 0.041
H -0.673663 0.676516 -2.923290 0.11 -0.01 -0.25 -0.010
H -1.985560 3.212694 -1.505804 0.12 0.21 -0.36 -0.001
H 1.094369 0.757614 -3.062082 0.20 -0.20 -0.07 -0.011
Cl 0.234029 2.056099 1.191019 -0.74 1.28 -0.75 0.286
C -2.128698 -2.737582 -1.844793 1.33 0.15 -0.07 0.006
N -0.654542 -3.108927 -1.828068 -2.49 4.30 2.72 0.098
C -0.117953 -4.263676 -2.277334 1.70 -3.48 -1.41 -0.003
C 0.027343 -2.276340 -1.113787 -2.59 2.21 0.16 -0.043
N -0.957204 -1.209658 -0.596466 0.88 -0.75 -3.54 0.409
N 1.400827 -2.331031 -0.913751 0.63 0.18 -0.16 0.006
C 2.342390 -1.869304 -1.980872 -1.03 0.82 -0.57 -0.004
C 2.132777 -2.844341 0.278627 -0.57 0.85 0.33 0.003
H -2.591977 -3.472351 -2.384889 -1.49 -1.70 -1.39 -0.001
H -2.188714 -1.731567 -2.329985 -0.50 -1.40 -0.54 0.001
H -2.496516 -2.649311 -0.803183 -0.09 -0.87 -0.86 -0.005
H 0.681402 -3.952166 -2.993043 -0.62 -1.09 0.08 0.010
H 0.379419 -4.775472 -1.397438 -0.62 0.04 -1.27 0.010
H -0.967555 -4.828632 -2.713582 1.23 -0.27 -0.01 0.000
H -1.992756 -1.111865 -1.061200 4.22 0.06 2.12 0.004
H 2.922023 -0.956916 -1.690299 -0.47 -0.84 0.05 0.001
H 3.007715 -2.633074 -2.368949 0.22 -0.37 0.61 -0.001
H 1.747889 -1.621285 -2.863194 -0.07 0.29 0.03 0.000
H 2.865921 -3.607997 0.041850 0.28 0.21 -0.58 0.000
H 2.616085 -2.022020 0.868886 -0.30 -0.60 -0.63 0.001
H 1.453941 -3.373577 0.907674 -0.72 -0.25 0.65 -0.002
```
Positions in Å, forces in eV/Å.

Computed properties:
- <S²> = 6.02
- F_max (Eh/bohr) = 0.1305
- LUMO (alpha / beta) (eV) = -10.0 / -11.9
- charge = +3
- 2S+1 = 5

***

# 2
The following is a quantum chemistry calculation of a structure of composition C13H34F6NO11S2V2, from OMol25.

```
69
Properties=species:S:1:pos:R:3:forces:R:3:mulliken_spin:R:1
V -0.040899 -1.516976 0.966541 -0.37 0.40 -1.50 2.921
V 1.773407 -1.545102 -1.797191 -0.29 -0.83 2.59 3.017
C 0.303021 -4.270857 -0.616890 -0.46 -0.93 0.23 0.031
O 0.773710 -2.970905 -0.533563 0.13 1.48 0.09 0.037
H -0.800478 -4.338544 -0.671667 0.17 0.23 -0.21 -0.006
H 0.704888 -4.816478 -1.479398 -0.01 0.06 0.01 -0.003
H 0.556390 -4.865637 0.278544 0.21 0.16 -0.16 -0.006
C 3.476450 -3.292770 2.007144 0.23 0.82 0.67 0.009
F 2.609724 -3.608009 2.959183 0.07 -0.08 -0.04 0.002
F 4.709937 -3.372560 2.468250 0.09 -0.11 0.13 0.000
F 3.331024 -4.082012 0.985528 -0.18 -0.83 -0.77 0.000
S 3.202066 -1.523819 1.443299 -1.74 -0.19 -0.50 -0.006
O 4.261306 -0.712528 1.887654 0.90 0.40 0.45 0.000
O 3.073501 -1.619563 0.001435 -0.24 -0.10 -0.68 0.015
N 1.712120 -1.152524 2.114386 2.35 0.02 -0.65 0.014
S 1.922319 -0.270903 3.466058 -1.78 -0.16 1.42 0.014
O 0.654236 -0.207722 4.133166 -0.08 -0.03 -0.54 0.006
O 3.022797 -0.674182 4.256083 0.88 -0.02 -0.13 -0.001
C 2.179500 1.488446 2.894634 0.29 0.12 0.05 0.008
F 0.992458 2.083883 2.786189 -0.02 0.13 -0.04 0.001
F 2.905966 2.140688 3.792439 -0.12 -0.18 -0.18 0.000
F 2.777811 1.564332 1.702748 -0.01 0.03 0.02 0.001
O 0.710419 -0.326576 -0.565588 -0.28 0.49 -0.71 -0.110
H -0.022145 0.122745 -1.005513 -0.25 -0.79 -0.08 -0.020
C 3.802703 1.308333 -1.363928 0.43 0.06 0.73 0.022
C 3.868579 0.880886 -2.793461 -0.33 0.59 -0.39 0.000
O 2.845298 -0.162002 -3.034235 0.44 -0.04 -0.30 0.019
H 4.218841 2.305950 -1.208301 -0.02 0.01 -0.33 0.000
H 4.403874 0.661308 -0.722319 -0.30 -0.14 0.02 -0.004
H 2.776194 1.337257 -1.000886 -0.03 -0.10 0.00 0.005
H 4.856181 0.534020 -3.093110 -0.09 -0.39 0.10 0.000
H 3.618197 1.706200 -3.465639 -0.13 -0.08 0.07 -0.002
H 2.810349 -0.280372 -3.990710 -0.05 -0.06 0.00 0.001
C -3.024895 1.473588 2.521488 0.50 -0.13 0.39 0.001
C -1.786221 0.655117 2.896544 -0.87 0.00 -0.50 0.028
O -1.000776 0.352009 1.700956 -0.27 -0.01 0.60 -0.045
H -3.663802 1.577715 3.399859 0.05 0.00 0.02 0.000
H -3.601520 0.959157 1.755057 0.02 0.14 -0.17 0.001
H -2.745185 2.484221 2.214298 -0.10 -0.08 -0.22 0.000
H -2.133303 -0.295468 3.300221 0.35 -0.09 0.03 -0.013
H -1.165510 1.155257 3.630110 0.07 -0.03 -0.01 0.005
H -0.979134 1.167908 1.179636 0.25 -0.15 -0.23 0.011
C -0.342098 4.585737 0.013402 0.03 0.10 -0.14 0.000
C 0.551429 3.478405 -0.507892 0.12 0.64 0.29 0.000
O -0.238703 2.311116 -0.714281 -0.32 -0.37 -0.16 -0.003
H -0.840343 4.270851 0.930799 -0.01 0.04 0.00 0.000
H -1.092564 4.889436 -0.718200 -0.05 -0.19 0.00 0.000
H 0.249156 5.478028 0.224073 0.06 -0.09 0.09 0.000
H 1.324851 3.269259 0.235621 0.03 -0.08 -0.07 0.000
H 1.041106 3.796448 -1.434075 -0.05 -0.15 -0.04 0.000
H 0.333752 1.533265 -0.785632 0.53 0.60 0.35 0.026
C -3.832765 -2.985766 -1.020692 0.03 0.07 0.09 -0.002
C -3.218529 -2.203133 0.137485 0.65 -0.33 0.00 0.023
O -1.926679 -1.637368 -0.232249 -0.42 -0.11 0.03 0.008
H -4.639968 -2.450229 -1.517713 0.08 0.08 -0.07 0.000
H -4.232859 -3.940463 -0.681821 -0.06 0.04 0.05 0.000
H -3.041180 -3.206051 -1.737058 -0.06 -0.02 -0.07 0.001
H -2.988189 -2.887136 0.954821 -0.09 0.08 0.08 -0.002
H -3.856478 -1.405550 0.516528 -0.06 -0.01 -0.01 0.001
H -2.117003 -0.882915 -0.829563 0.20 0.10 0.21 -0.002
C -3.423738 0.443934 -3.761589 0.16 0.14 -0.25 0.000
C -3.457816 1.186271 -2.456322 -0.16 0.35 0.32 0.000
O -2.393992 0.762342 -1.575735 -0.12 -0.02 -0.26 -0.003
H -4.251528 0.752032 -4.401124 -0.10 -0.10 0.07 0.000
H -3.483524 -0.627554 -3.574770 -0.01 -0.06 -0.14 0.000
H -2.508534 0.672693 -4.312345 0.04 -0.13 0.06 0.000
H -4.416445 1.034664 -1.953850 0.16 -0.23 0.16 0.000
H -3.386920 2.269491 -2.588752 0.12 -0.07 -0.13 0.000
H -1.699834 1.438684 -1.608118 -0.13 0.11 0.27 0.000
```
Positions in Å, forces in eV/Å.

Computed properties:
- <S²> = 12.01
- F_max (Eh/bohr) = 0.0532
- energy relative to the best compared isomer or geometry (same formula, charge and spin) (kJ/mol) = 0.0
- LUMO (alpha / beta) (eV) = -3.7 / -3.7
- charge = +1
- 2S+1 = 7

***

# 3
The following is a quantum chemistry calculation of a cluster of 6 separate species, C13H34FN4O12 in total, from OMol25.

```
64
Properties=species:S:1:pos:R:3:forces:R:3:lowdin_charge:R:1
O 2.725066 0.236559 -2.165901 0.42 -0.73 -0.06 0.198
C 2.026753 1.175387 -2.022796 -0.23 0.32 0.14 -0.497
O 2.008532 1.939408 -0.914775 0.07 0.20 -0.15 0.110
C 0.970260 1.544940 -3.061410 -0.25 -0.03 0.12 0.051
N -0.347680 1.646658 -2.423575 -0.07 0.00 -0.12 0.069
N -1.053685 0.625609 -1.923801 -0.39 0.32 -0.03 0.121
N -2.166037 1.046216 -1.412874 0.21 -0.17 -0.08 0.140
N -2.227130 2.342918 -1.561220 -0.41 0.20 0.10 0.188
C -1.122723 2.699945 -2.170069 0.34 0.09 -0.03 -0.326
F -0.773054 3.897346 -2.477552 0.00 -0.06 -0.05 0.245
H 2.142645 2.875918 -1.147456 0.04 0.12 0.29 0.118
H 0.924051 0.792196 -3.836715 0.05 -0.11 -0.17 0.153
H 1.167253 2.516795 -3.500833 0.05 0.16 -0.12 0.155
H -0.777812 -0.358828 -1.862037 0.08 -0.10 0.36 0.192
C -3.621734 1.128989 2.862762 -0.10 0.01 -0.16 -0.228
C -2.152305 1.433404 2.696749 0.05 0.14 0.02 -0.226
O -1.944984 2.402287 1.659307 0.06 -0.17 -0.02 -0.093
O -4.160130 0.656548 1.634918 0.06 -0.17 -0.05 -0.069
H -3.765199 0.347696 3.607812 -0.02 0.00 0.03 0.130
H -4.161773 2.025467 3.190767 0.03 -0.02 0.04 0.126
H -1.641081 0.529572 2.362999 0.07 -0.01 0.04 0.101
H -1.699439 1.764899 3.633908 -0.03 -0.03 0.02 0.128
H -2.220314 3.263314 1.991687 -0.03 0.02 -0.01 0.096
H -3.763917 1.196021 0.940390 -0.12 0.09 -0.04 0.058
C -6.468598 -3.079325 0.827294 -0.10 0.08 0.16 -0.261
C -6.470971 -2.166991 -0.379333 -0.02 0.08 0.05 -0.241
O -6.913594 -0.857988 -0.019727 0.10 -0.06 -0.07 -0.069
O -7.756929 -3.153839 1.409657 0.02 -0.02 -0.11 -0.057
H -6.177552 -4.089958 0.540428 0.04 0.00 0.01 0.124
H -5.744138 -2.708940 1.566680 0.05 -0.06 -0.06 0.108
H -7.183184 -2.529076 -1.119342 0.00 -0.01 -0.03 0.124
H -5.475217 -2.130421 -0.836781 0.01 -0.05 -0.03 0.108
H -6.228340 -0.458740 0.527634 0.01 0.09 0.13 0.063
H -8.133140 -2.266689 1.361698 -0.02 0.02 0.05 0.079
C 5.822409 3.651369 1.256249 -0.01 -0.20 -0.14 -0.246
C 4.746250 4.588407 0.758833 0.03 0.08 -0.06 -0.211
O 3.752238 3.854393 0.019081 -0.22 -0.03 0.02 -0.103
O 6.442085 2.960129 0.185706 -0.02 0.15 0.04 -0.053
H 6.597015 4.213515 1.775984 0.00 0.01 0.03 0.128
H 5.387692 2.930214 1.962942 0.00 0.07 0.06 0.120
H 5.165450 5.306141 0.056931 0.00 0.02 -0.02 0.128
H 4.282824 5.130317 1.586384 0.01 0.01 0.00 0.124
H 3.273988 3.307721 0.652463 0.14 -0.07 0.10 0.080
H 5.748326 2.739112 -0.444943 0.00 -0.07 -0.01 0.071
C -1.694109 -3.218978 1.298443 -0.24 0.17 0.03 -0.237
C -0.846476 -2.672741 0.173669 -0.09 -0.07 0.03 -0.192
O -1.197028 -1.290726 -0.082063 0.38 -0.15 -0.27 -0.120
O -3.076306 -3.121802 1.012582 0.17 -0.13 -0.16 -0.055
H -1.462495 -4.272013 1.451015 0.01 -0.02 0.04 0.132
H -1.467903 -2.679704 2.229646 0.10 -0.04 0.00 0.123
H -1.060715 -3.205826 -0.750906 -0.01 0.00 -0.02 0.129
H 0.218098 -2.761749 0.400490 0.00 0.00 0.00 0.126
H -0.915648 -0.775363 0.682998 -0.09 0.03 0.06 0.080
H -3.236205 -2.262053 0.607003 -0.06 0.10 0.12 0.066
C 5.117146 -3.056126 -0.621096 -0.10 -0.07 -0.11 -0.261
C 6.258361 -2.291703 -1.253325 -0.03 0.07 -0.07 -0.234
O 5.870653 -1.804812 -2.540771 0.01 -0.06 0.07 -0.071
O 4.695777 -4.128789 -1.444247 0.03 0.05 0.05 -0.063
H 5.420315 -3.475020 0.338499 0.00 0.00 0.02 0.122
H 4.273960 -2.369194 -0.448097 0.04 0.04 0.08 0.107
H 7.103986 -2.953890 -1.429079 0.02 -0.02 0.00 0.127
H 6.581486 -1.471096 -0.605728 0.02 -0.02 0.02 0.120
H 5.214585 -1.114405 -2.405788 -0.05 0.06 -0.03 0.067
H 4.761580 -3.816278 -2.354945 0.00 -0.01 -0.03 0.078
```
Positions in Å, forces in eV/Å.

Computed properties:
- F_max (Eh/bohr) = 0.0164
- LUMO (eV) = -4.9
- charge = +1

***

Q: Which formula does entry 2 have?
A: C13H34F6NO11S2V2

***

Q: Number 3 is which compound?
A: C13H34FN4O12

***

Q: Which of these has the lowest F_max?
A: C13H34FN4O12